The following is a DFT calculation (ωB97M-V with the def2-TZVPD basis set) of a molecular structure, C20H28IrNO3.

## Properties
* net charge: 0
* HOMO energy (alpha / beta): -4.74 / -8.75 eV
* relative energy (zero: lowest compared OMol25 entry of this formula, charge and spin): 0.0 kcal per mole
* <S²>: 6.0172
* gap between HOMO and LUMO (alpha / beta): 5.312 / 6.766 eV
* multiplicity: 5

Element x y z (Å)
1 O -1.381 -0.798 -4.562
2 C -0.424 -0.383 -3.510
3 C -0.629 1.088 -3.892
4 H 0.570 -0.764 -3.678
5 H -0.793 -0.665 -2.514
6 C -1.930 0.578 -4.582
7 H 0.105 1.385 -4.650
8 H -0.725 1.788 -3.069
9 C -2.257 1.141 -5.952
10 H -1.708 0.657 -6.769
11 H -2.040 2.220 -5.948
12 H -3.335 1.018 -6.128
13 C -3.180 0.617 -3.678
14 H -2.927 0.419 -2.623
15 H -3.879 -0.170 -4.045
16 H -3.665 1.602 -3.749
17 Ir 0.597 0.714 -0.197
18 C 2.154 1.947 0.778
19 C 2.729 0.665 0.479
20 C 2.688 0.478 -0.943
21 H 3.130 -0.039 1.213
22 C 2.070 1.640 -1.529
23 C 1.737 2.550 -0.461
24 H 1.235 3.510 -0.558
25 H 2.018 2.355 1.781
26 H 3.083 -0.387 -1.474
27 H 1.910 1.804 -2.586
28 C -1.046 -0.937 1.785
29 C -0.916 0.461 1.114
30 C -1.441 0.342 -0.236
31 H -1.137 1.327 1.764
32 C -1.646 -1.092 -0.495
33 C -1.249 -1.819 0.593
34 H -1.093 -2.894 0.685
35 H -1.898 -0.987 2.490
36 H -1.882 1.187 -0.781
37 H -2.053 -1.471 -1.439
38 O 1.112 -0.666 -5.562
39 C 1.101 0.042 -6.821
40 C 1.134 -0.957 -8.005
41 H 2.005 0.683 -6.802
42 H 0.224 0.723 -6.878
43 C 1.443 -2.326 -7.336
44 H 1.914 -0.667 -8.720
45 H 0.164 -0.956 -8.536
46 C 1.278 -2.079 -5.826
47 H 2.491 -2.586 -7.493
48 H 0.838 -3.132 -7.754
49 H 2.192 -2.349 -5.277
50 H 0.449 -2.667 -5.402
51 O 1.710 -0.108 3.938
52 C 0.963 -0.693 3.233
53 N 0.189 -1.352 2.571

Atoms 1-6, force components in eV/Å:
-0.05 0.75 0.66
-0.68 0.09 -0.33
-0.46 -0.77 -0.16
-0.04 -0.20 0.19
0.18 0.23 -0.51
0.36 -0.29 0.76


The following is a DFT calculation (ωB97M-V with the def2-TZVPD basis set) of a molecular structure, C34H40I2N7O6PS2Sr.

## Properties
* net charge: 0
* HOMO energy: -8.36 eV
* relative energy (zero: lowest compared OMol25 entry of this formula, charge and spin): 67.5 kcal per mole
* gap between HOMO and LUMO: 7.632 eV
* multiplicity: 1

Element x y z (Å)
1 Sr -1.692 0.648 -0.378
2 I 1.514 3.066 1.867
3 C 1.386 4.069 -0.018
4 I -0.434 3.570 -1.051
5 H 2.245 3.759 -0.603
6 H 1.404 5.137 0.173
7 O 3.261 -4.568 4.084
8 C 2.939 -3.458 4.775
9 O 3.381 -3.281 5.878
10 C 2.018 -2.492 4.112
11 C 1.867 -1.230 4.691
12 C 0.998 -0.305 4.153
13 C 0.243 -0.631 3.020
14 C 0.405 -1.883 2.426
15 C 1.280 -2.801 2.966
16 N -0.691 0.247 2.496
17 C -1.514 0.792 3.294
18 C -2.490 1.775 2.866
19 C -3.408 2.288 3.782
20 C -4.341 3.210 3.343
21 C -4.293 3.617 2.022
22 C -3.329 3.065 1.187
23 N -2.463 2.157 1.586
24 H 2.864 -4.588 3.203
25 H 2.439 -0.998 5.575
26 H 0.920 0.692 4.564
27 H -0.201 -2.100 1.558
28 H 1.353 -3.771 2.491
29 H -1.551 0.527 4.361
30 H -3.396 1.955 4.807
31 H -5.083 3.608 4.018
32 H -4.992 4.341 1.637
33 H -3.279 3.378 0.155
34 O -2.702 2.881 -2.255
35 S -3.301 1.558 -2.213
36 O -3.814 1.196 -0.915
37 N -2.279 0.400 -2.664
38 C -2.696 -0.182 -3.781
39 S -1.989 -1.484 -4.510
40 C -3.884 0.444 -4.386
41 C -4.430 0.187 -5.635
42 C -5.467 0.996 -6.073
43 C -5.950 2.032 -5.285
44 C -5.435 2.262 -4.015
45 C -4.416 1.447 -3.586
46 H -4.016 -0.589 -6.262
47 H -5.882 0.847 -7.059
48 H -6.716 2.685 -5.672
49 H -5.797 3.072 -3.401
50 C 4.805 -2.795 0.194
51 C 3.485 -2.052 0.023
52 P 3.353 -0.279 0.601
53 C 4.324 -0.437 2.186
54 C 4.403 0.866 2.968
55 C 4.710 0.430 -0.488
56 C 4.457 1.897 -0.803
57 H 4.719 -3.774 -0.275
58 H 5.038 -2.942 1.246
59 H 5.632 -2.265 -0.272
60 H 2.694 -2.597 0.543
61 H 3.212 -2.022 -1.034
62 H 5.335 -0.784 1.960
63 H 3.824 -1.198 2.788
64 H 4.843 1.657 2.364
65 H 5.023 0.731 3.851
66 H 3.416 1.190 3.288
67 H 4.716 -0.142 -1.419
68 H 5.686 0.323 -0.009
69 H 3.515 1.999 -1.338
70 H 5.258 2.307 -1.419
71 H 4.396 2.471 0.120
72 O -1.835 -1.310 0.326
73 N -2.731 -2.228 0.140
74 C -3.913 -2.097 0.677
75 C -4.351 -1.011 1.476
76 N -4.705 -0.164 2.168
77 C -4.861 -3.129 0.493
78 N -5.656 -3.948 0.373
79 C 1.285 -1.974 -3.789
80 N 0.859 -1.454 -2.508
81 C 0.393 -2.429 -1.546
82 C 0.677 -0.156 -2.275
83 C 0.974 0.790 -3.414
84 O 0.313 0.277 -1.170
85 H 1.527 -3.029 -3.677
86 H 2.170 -1.453 -4.153
87 H 0.484 -1.894 -4.529
88 H -0.573 -2.838 -1.857
89 H 0.271 -1.925 -0.587
90 H 1.118 -3.239 -1.459
91 H 2.026 0.762 -3.686
92 H 0.710 1.799 -3.115
93 H 0.388 0.520 -4.289

Atoms 1-6, force components in eV/Å:
2.57 1.68 3.65
-0.01 0.29 -0.22
-0.31 -0.24 0.20
1.13 1.23 0.20
-0.11 -0.03 -0.02
-0.07 -0.11 -0.04


The following is a DFT calculation (ωB97M-V with the def2-TZVPD basis set) of 7 unconnected molecules or ions with the total composition C42H85N10O.

## Properties
* net charge: +4
* HOMO energy (alpha / beta): -11.09 / -15.01 eV
* <S²>: 0.7578
* gap between HOMO and LUMO (alpha / beta): 3.315 / 7.221 eV
* multiplicity: 2

Element x y z (Å)
1 C -0.664 0.723 0.876
2 C -0.616 1.032 -0.660
3 O -0.237 0.021 -1.566
4 H 0.312 0.596 1.345
5 H -1.304 -0.148 1.017
6 H -1.152 1.587 1.327
7 H -0.009 1.935 -0.723
8 H -1.565 1.482 -0.953
9 C 5.677 2.775 -4.175
10 C 4.760 2.413 -5.355
11 N 3.608 1.700 -4.888
12 C 2.681 2.157 -4.022
13 C 1.811 1.122 -3.809
14 N 2.127 0.004 -4.517
15 C 3.269 0.390 -5.146
16 C 1.473 -1.316 -4.642
17 H 5.264 3.487 -3.460
18 H 6.525 3.292 -4.624
19 H 6.046 1.872 -3.688
20 H 5.372 1.664 -5.857
21 H 4.585 3.228 -6.058
22 H 2.707 3.130 -3.553
23 H 0.851 1.079 -3.316
24 H 3.771 -0.226 -5.878
25 H 1.517 -1.548 -5.706
26 H 0.473 -1.157 -4.239
27 H 1.984 -2.099 -4.080
28 C -3.893 -6.171 2.175
29 C -3.818 -5.620 3.569
30 N -3.945 -4.134 3.681
31 C -5.092 -3.397 3.482
32 C -4.841 -2.012 3.684
33 N -3.517 -1.915 4.045
34 C -3.005 -3.186 4.000
35 C -2.725 -0.777 4.386
36 H -3.037 -5.839 1.588
37 H -4.720 -5.885 1.525
38 H -3.865 -7.259 2.222
39 H -2.849 -5.988 3.906
40 H -4.433 -6.098 4.332
41 H -5.982 -3.930 3.184
42 H -5.502 -1.158 3.710
43 H -1.978 -3.500 4.113
44 H -1.919 -0.617 3.670
45 H -2.403 -0.725 5.426
46 H -3.363 0.079 4.168
47 C 3.233 -0.978 4.660
48 C 4.083 -1.610 3.556
49 N 3.532 -1.247 2.330
50 C 2.604 -1.860 1.533
51 C 2.388 -1.045 0.432
52 N 3.154 0.049 0.553
53 C 3.881 -0.077 1.662
54 C 3.293 1.070 -0.450
55 H 2.222 -1.381 4.597
56 H 3.214 0.112 4.669
57 H 3.625 -1.121 5.667
58 H 4.308 -2.671 3.659
59 H 5.020 -1.071 3.698
60 H 2.141 -2.781 1.854
61 H 1.949 -1.288 -0.525
62 H 4.408 0.770 2.074
63 H 2.357 1.349 -0.935
64 H 3.735 0.493 -1.262
65 H 3.913 1.893 -0.095
66 C -2.303 -2.652 0.275
67 C -1.001 -3.252 0.924
68 N -0.241 -3.892 -0.140
69 C 0.244 -3.347 -1.306
70 C 0.726 -4.406 -2.056
71 N 0.845 -5.504 -1.279
72 C 0.251 -5.198 -0.079
73 C 1.377 -6.816 -1.643
74 H -2.144 -2.042 -0.614
75 H -2.776 -1.992 1.002
76 H -2.960 -3.518 0.204
77 H -1.171 -3.972 1.724
78 H -0.434 -2.499 1.472
79 H 0.103 -2.332 -1.649
80 H 1.182 -4.547 -3.024
81 H 0.053 -5.872 0.742
82 H 2.255 -7.013 -1.028
83 H 1.608 -6.771 -2.707
84 H 0.621 -7.539 -1.335
85 C -5.539 -2.241 -0.783
86 C -5.552 -0.988 -1.728
87 C -4.141 -0.765 -2.312
88 N -4.185 0.157 -3.565
89 C -4.555 1.618 -2.998
90 C -5.083 -0.221 -4.746
91 C -4.354 0.111 -6.032
92 C -3.012 0.768 -5.614
93 C -2.785 0.192 -4.218
94 H -6.587 -2.489 -0.616
95 H -5.008 -2.218 0.169
96 H -5.107 -3.021 -1.410
97 H -5.929 -0.146 -1.147
98 H -6.181 -1.265 -2.575
99 H -3.722 -1.707 -2.667
100 H -3.392 -0.360 -1.632
101 H -3.985 1.740 -2.077
102 H -5.627 1.495 -2.846
103 H -4.445 2.383 -3.767
104 H -6.079 0.213 -4.660
105 H -5.225 -1.301 -4.778
106 H -4.829 0.746 -6.780
107 H -3.971 -0.852 -6.368
108 H -2.839 1.842 -5.684
109 H -2.245 0.407 -6.298
110 H -2.183 0.733 -3.488
111 H -2.417 -0.825 -4.361
112 C 5.429 7.206 2.925
113 C 4.034 6.632 2.790
114 C 3.694 5.557 3.861
115 N 2.472 4.764 3.615
116 C 2.154 4.073 4.914
117 C 1.279 5.663 3.110
118 C 0.224 4.662 2.542
119 C 1.043 3.470 2.112
120 C 2.529 3.784 2.431
121 H 5.641 7.687 1.970
122 H 6.201 6.438 2.982
123 H 5.537 7.964 3.701
124 H 3.929 6.197 1.796
125 H 3.351 7.479 2.849
126 H 3.531 6.012 4.838
127 H 4.549 4.900 4.016
128 H 1.329 3.381 4.747
129 H 1.860 4.741 5.723
130 H 2.950 3.444 5.313
131 H 1.031 6.523 3.733
132 H 1.612 6.139 2.187
133 H -0.398 4.416 3.403
134 H -0.364 5.187 1.790
135 H 0.672 2.571 2.603
136 H 0.861 3.434 1.038
137 H 3.131 2.931 2.746
138 H 3.027 4.231 1.571

Atoms 1-6, force components in eV/Å:
-0.63 0.09 -1.21
0.72 -1.17 -0.78
-0.09 0.92 1.24
0.07 -0.25 -0.14
0.15 -0.17 0.27
-0.08 0.06 0.30


The following is a DFT calculation (ωB97M-V with the def2-TZVPD basis set) of a single C5H12O molecule.

## Properties
* net charge: 0
* HOMO energy: -10.16 eV
* relative energy (zero: lowest compared OMol25 entry of this formula, charge and spin): 12.0 kcal per mole
* structure (SMILES): CC(C)(C)CO
* gap between HOMO and LUMO: 10.970 eV
* multiplicity: 1

Element x y z (Å)
1 C -0.873 1.243 -0.197
2 C -0.159 -0.118 -0.001
3 C -0.834 -1.124 -0.976
4 C -0.265 -0.576 1.435
5 C 1.371 0.014 -0.305
6 O 2.169 0.858 0.568
7 H -0.902 1.582 -1.245
8 H -0.402 2.029 0.400
9 H -1.926 1.191 0.119
10 H -0.833 -0.795 -2.027
11 H -0.371 -2.116 -0.938
12 H -1.898 -1.270 -0.725
13 H -1.287 -0.566 1.824
14 H 0.149 -1.589 1.501
15 H 0.368 0.099 2.019
16 H 1.940 -0.941 -0.283
17 H 1.281 0.403 -1.310
18 H 2.473 1.677 0.142

Atoms 1-6, force components in eV/Å:
0.05 0.08 0.09
-0.15 0.15 -0.04
0.15 -0.04 0.06
0.05 -0.05 0.16
0.00 0.09 -0.37
-0.75 0.16 -0.30


The following is a DFT calculation (ωB97M-V with the def2-TZVPD basis set) of a single C5H7NO molecule.

## Properties
* net charge: 0
* HOMO energy: -11.14 eV
* relative energy (zero: lowest compared OMol25 entry of this formula, charge and spin): 39.0 kcal per mole
* structure (SMILES): CC[C@@]1(C#N)CO1
* gap between HOMO and LUMO: 11.964 eV
* multiplicity: 1

Element x y z (Å)
1 C 1.691 -0.439 -0.264
2 C 0.443 0.209 -0.859
3 C -0.792 0.029 0.002
4 C -1.292 1.090 0.889
5 O -1.927 0.805 -0.345
6 C -1.091 -1.355 0.377
7 N -1.285 -2.454 0.681
8 H 1.935 -0.015 0.716
9 H 2.552 -0.289 -0.922
10 H 1.555 -1.518 -0.139
11 H 0.585 1.287 -0.990
12 H 0.233 -0.211 -1.850
13 H -1.861 0.828 1.779
14 H -0.745 2.032 0.925

Atoms 1-6, force components in eV/Å:
0.06 -0.05 0.04
-0.03 0.04 -0.04
0.18 -0.11 -0.03
0.07 0.12 0.27
-0.11 -0.04 -0.15
-0.19 -0.89 0.27


The following is a DFT calculation (ωB97M-V with the def2-TZVPD basis set) of a single C5H7N3 molecule.

## Properties
* net charge: 0
* HOMO energy (alpha / beta): -8.81 / -8.76 eV
* relative energy (zero: lowest compared OMol25 entry of this formula, charge and spin): 133.0 kcal per mole
* gap between HOMO and LUMO (alpha / beta): 7.770 / 7.751 eV
* multiplicity: 1

Element x y z (Å)
1 C -2.216 -1.195 0.267
2 N 0.021 1.482 -0.788
3 C -1.013 -0.374 -0.035
4 C 1.466 0.477 -0.392
5 C 2.222 0.998 0.584
6 N -1.038 0.858 -0.363
7 C 0.368 -0.999 -0.144
8 N 0.677 -2.109 -0.427
9 H 0.099 2.398 -0.345
10 H 1.900 0.148 -1.323
11 H -3.023 -0.543 0.596
12 H -2.543 -1.736 -0.622
13 H -1.983 -1.929 1.035
14 H 3.273 1.187 0.439
15 H 1.790 1.336 1.520

Atoms 1-6, force components in eV/Å:
0.10 -0.11 -0.09
2.48 -2.06 0.53
0.60 1.68 -0.27
-0.90 2.23 -1.15
-0.27 0.34 0.17
-1.82 -0.94 0.69